Entry from the Open Molecules 2025 dataset: a cluster of 2 separate species, C4H6N2O2 in total in a non-equilibrium geometry (the ωB97M-V functional and the def2-TZVPD basis).

```
14
C4H6N2O2, DFT the ωB97M-V functional and the def2-TZVPD basis
O 0.288 1.137 1.448
O -0.714 -2.217 0.126
N 1.246 -1.235 0.614
N -2.981 0.755 -0.148
C -1.878 0.472 -0.033
C 0.257 0.774 -1.264
C -0.029 -1.225 0.231
C -0.532 0.165 -0.108
H 1.812 -0.338 0.766
H 1.704 -2.133 1.005
H 0.548 1.789 -0.997
H -0.549 1.247 2.040
H 1.103 0.141 -1.467
H -0.276 0.667 -2.214
```

Properties
- spin multiplicity = 3
- total energy (eV) = -11315.2783
- gap between HOMO and LUMO (alpha / beta) (eV) = 8.1 / 6.6
- E_HOMO (alpha / beta) (eV) = -7.8 / -10.1

***

Entry from the Open Molecules 2025 dataset: a cluster of 3 separate species, C35H68ClF3N4O6P in total in a non-equilibrium geometry (the ωB97M-V functional and the def2-TZVPD basis).

```
118
C35H68ClF3N4O6P, DFT the ωB97M-V functional and the def2-TZVPD basis
Cl 4.137 -2.074 0.547
P 0.187 -3.383 0.456
F -1.158 -0.257 3.508
F -0.924 -2.400 3.797
F 0.395 -1.025 4.807
O 1.704 -4.637 3.730
O -5.325 -3.043 1.565
O 3.013 -2.402 -1.798
O -2.425 5.281 2.599
O 1.443 3.349 -2.950
O 0.435 -4.105 2.128
N 2.642 3.020 -2.594
N -2.144 -1.816 1.276
N 1.603 -3.966 2.744
N -1.249 4.847 2.918
C -0.052 2.840 3.804
C 1.645 0.769 -2.384
C -2.256 -3.627 -2.449
C 0.693 -1.647 1.065
C 3.891 3.638 -4.643
C -0.263 -5.230 -0.063
C -0.250 -1.271 3.620
C -1.448 -2.430 -1.902
C -1.197 3.352 2.899
C 4.260 2.171 -4.864
C -0.196 5.580 2.155
C -5.695 -3.751 0.388
C -6.083 -1.875 1.756
C 0.503 -6.340 0.580
C 4.032 1.070 -1.867
C -0.083 -7.390 1.177
C -4.184 -4.975 -1.305
C 0.076 3.525 0.678
C -2.482 2.773 3.479
C -0.056 -2.714 -1.326
C -0.529 7.067 2.128
C 3.636 3.968 -3.173
C -0.099 5.042 0.727
C 2.886 1.555 -2.788
C 2.056 -3.829 -0.074
C 3.210 1.246 -4.249
C -1.026 2.824 1.473
C 1.174 5.469 2.848
C 0.783 -1.163 2.527
C 4.962 3.931 -2.391
C -3.739 -3.666 -1.987
C 3.116 5.394 -3.044
C 2.929 -2.811 -0.671
C -4.659 -4.844 0.147
C -1.646 -3.152 0.937
H 1.586 -6.354 0.558
H -2.288 -3.573 -3.532
H 4.335 1.975 -5.935
H 1.864 -0.295 -2.448
H -3.123 -1.845 1.519
H 2.659 -4.356 0.659
H 1.610 4.475 2.805
H 5.249 1.960 -4.448
H 2.223 5.563 -3.642
H -2.391 1.691 3.525
H -1.833 -3.761 1.817
H 3.881 6.090 -3.387
H 0.797 0.972 -3.037
H -3.354 2.995 2.866
H 1.719 -1.508 2.953
H 1.684 -1.390 0.700
H -0.827 1.751 1.519
H 2.881 5.632 -2.005
H 0.482 -1.774 -1.412
H -2.121 -1.839 -1.291
H 2.294 1.321 -4.845
H 0.867 2.630 3.255
H -0.651 7.459 3.139
H -1.289 -5.463 0.210
H -0.332 1.909 4.290
H -5.795 -3.064 -0.449
H 5.003 1.050 -2.362
H 1.102 5.763 3.896
H 0.733 5.532 0.217
H -0.198 -5.308 -1.146
H 5.524 3.011 -2.520
H -1.970 2.942 0.931
H 4.683 4.287 -5.022
H 1.352 0.995 -1.357
H 0.948 -0.089 2.469
H -3.847 -4.707 0.848
H 1.884 6.139 2.362
H -5.010 -5.414 -1.859
H 3.541 0.208 -4.321
H 5.609 4.740 -2.733
H -2.303 -3.600 0.194
H 0.284 7.610 1.647
H 2.993 3.868 -5.225
H -1.821 -4.590 -2.208
H -6.664 -4.212 0.587
H -3.964 -2.807 -1.363
H 4.785 4.073 -1.324
H -7.053 -2.099 2.200
H -3.386 -5.711 -1.323
H 1.062 3.241 1.054
H 0.179 3.552 4.596
H -2.668 3.146 4.487
H 0.480 -8.184 1.635
H -2.003 -1.094 0.587
H 3.849 0.056 -1.517
H 0.044 3.190 -0.361
H 1.963 -4.557 -0.877
H -1.162 -7.426 1.198
H -1.440 7.274 1.570
H -1.279 -1.794 -2.772
H 0.438 -3.346 -2.059
H -6.229 -1.330 0.826
H -4.367 -3.568 -2.868
H 0.088 -0.920 0.530
H -1.006 5.313 0.177
H -5.124 -5.788 0.418
H -5.536 -1.234 2.439
H 4.113 1.696 -0.978
```

Properties
- spin multiplicity = 3
- charge = -1
- total energy (eV) = -85601.1361
- gap between HOMO and LUMO (alpha / beta) (eV) = 7.4 / 7.2
- E_HOMO (alpha / beta) (eV) = -5.2 / -5.2

***

Entry from the Open Molecules 2025 dataset: a structure of composition C14H46BN14O21 in a non-equilibrium geometry (the ωB97M-V functional and the def2-TZVPD basis).

```
96
C14H46BN14O21, DFT the ωB97M-V functional and the def2-TZVPD basis
O 18.593 21.945 10.030
O 17.254 21.209 8.180
O 12.546 23.202 7.220
O 15.899 22.481 9.656
O 19.536 21.925 3.634
O 18.255 23.153 8.119
O 21.320 20.471 5.902
O 15.047 20.846 5.642
O 12.420 23.748 9.709
O 17.088 17.441 2.734
O 15.125 20.417 10.865
O 19.704 18.049 5.923
O 15.696 19.528 7.517
O 20.109 19.568 3.865
O 18.443 23.295 4.587
O 14.038 20.290 9.038
O 18.526 20.292 4.073
O 17.158 20.596 5.889
O 20.596 14.695 4.538
O 22.175 18.445 9.166
O 18.076 18.984 7.277
N 20.657 21.597 9.161
N 17.066 24.713 5.716
N 17.599 19.532 2.598
N 19.233 19.992 9.198
N 13.840 21.335 7.361
N 20.835 22.638 5.622
N 20.073 18.350 8.290
N 21.711 19.211 7.181
N 16.376 22.760 5.281
N 13.942 22.431 5.625
N 19.461 21.494 6.643
N 14.584 23.930 9.171
N 13.746 22.055 9.745
N 18.275 18.220 0.974
C 21.384 18.594 8.281
C 15.132 20.337 8.526
C 18.247 20.068 5.254
C 17.384 23.564 5.118
C 13.527 23.336 9.604
C 21.983 16.364 5.148
C 19.784 16.127 6.254
C 17.699 18.289 2.125
C 16.155 21.489 8.883
C 19.433 21.244 9.493
C 18.795 18.902 6.202
C 20.635 21.439 6.131
C 13.361 22.406 6.757
C 20.946 15.346 5.710
B 17.033 20.081 7.222
H 20.487 15.372 3.866
H 17.785 25.420 5.661
H 21.069 19.551 6.479
H 18.629 22.439 8.636
H 14.644 20.317 4.953
H 20.990 19.210 3.980
H 20.282 23.374 6.039
H 14.585 21.712 5.325
H 14.532 19.925 11.433
H 19.541 17.872 9.004
H 18.282 17.363 0.440
H 20.904 22.519 9.491
H 15.942 20.512 5.707
H 18.829 22.281 6.596
H 17.246 19.729 3.524
H 14.614 21.944 10.250
H 22.695 19.436 7.219
H 20.094 20.350 4.417
H 13.676 23.114 4.931
H 19.088 20.690 7.128
H 14.341 20.722 6.734
H 19.596 18.404 7.401
H 14.047 21.329 8.350
H 19.355 16.739 5.461
H 22.530 16.839 5.962
H 14.574 20.706 10.137
H 14.422 24.843 8.769
H 18.284 19.650 9.252
H 19.803 22.199 4.511
H 21.407 21.145 8.658
H 21.595 17.116 4.461
H 16.550 21.867 4.841
H 20.047 16.802 7.068
H 15.509 23.536 9.266
H 15.652 23.112 5.890
H 19.901 19.272 8.963
H 22.736 15.823 4.574
H 16.250 24.716 6.310
H 17.308 23.028 8.188
H 19.057 15.359 6.519
H 21.388 14.750 6.509
H 12.924 21.498 9.929
H 18.742 19.073 0.701
H 17.883 20.308 2.018
H 21.467 22.892 4.877
H 18.789 21.344 3.781
```

Properties
- charge = -1
- total energy (eV) = -79765.7745
- gap between HOMO and LUMO (eV) = 6.9
- E_HOMO (eV) = -5.7

***

Entry from the Open Molecules 2025 dataset: the ion C8H16N5 with charge +1 in a non-equilibrium geometry (the ωB97M-V functional and the def2-TZVPD basis).

```
29
C8H16N5, DFT the ωB97M-V functional and the def2-TZVPD basis
N -1.150 0.329 -0.417
N -1.360 2.508 0.850
N -1.976 -0.728 -0.714
N 1.273 -1.355 0.582
N 0.989 1.133 -0.697
C 2.320 0.818 -1.163
C 0.067 0.241 -0.860
C 3.139 0.210 0.006
C 2.623 -1.214 0.238
C -4.342 -1.214 -0.600
C -3.152 0.820 0.444
C -3.152 -0.429 -0.326
C -1.859 1.248 0.363
H 4.192 -0.080 -0.329
H -5.080 -0.470 -0.631
H 3.519 -1.613 0.923
H 1.068 -0.943 1.543
H 0.906 1.774 0.119
H 2.150 0.297 -2.075
H -4.337 -1.841 -1.430
H 3.182 0.873 0.921
H -1.998 2.936 1.667
H 2.824 1.825 -1.356
H 0.923 -2.339 0.821
H 2.884 -1.718 -0.710
H -4.444 -1.800 0.256
H -3.956 1.233 1.063
H -0.934 3.205 0.269
H 0.029 -0.455 -1.708
```

Properties
- SMILES = Cc1cc(N)n(/C=[NH+]/CCCN)n1
- charge = +1
- total energy (eV) = -15997.5547
- gap between HOMO and LUMO (eV) = 9.1
- E_HOMO (eV) = -12.5

***

Entry from the Open Molecules 2025 dataset: a structure of composition C2H3LiO2Pb in a non-equilibrium geometry (the ωB97M-V functional and the def2-TZVPD basis).

```
9
C2H3LiO2Pb, DFT the ωB97M-V functional and the def2-TZVPD basis
Pb -0.488 -0.433 -1.650
O 0.873 -1.027 0.023
O -1.032 0.753 -0.062
C 0.914 -0.081 0.888
C -0.132 0.882 0.833
Li 0.451 -2.804 -0.466
H 1.614 -0.120 1.731
H -2.139 1.016 -2.707
H -0.061 1.814 1.409
```

Properties
- spin multiplicity = 2
- charge = +1
- total energy (eV) = -11660.3185
- gap between HOMO and LUMO (alpha / beta) (eV) = 7.4 / 5.2
- E_HOMO (alpha / beta) (eV) = -12.6 / -11.2

***

Entry from the Open Molecules 2025 dataset: a structure of composition C3HErO3 in a non-equilibrium geometry (the ωB97M-V functional and the def2-TZVPD basis).

```
8
C3HErO3, DFT the ωB97M-V functional and the def2-TZVPD basis
Er -1.874 1.945 -2.696
O -0.442 1.322 -0.894
O 0.237 1.264 1.183
O 0.562 -2.508 0.645
C 0.545 -0.037 1.027
C -0.398 1.979 0.180
C 0.679 -1.219 0.838
H 0.692 -2.745 -0.283
```

Properties
- spin multiplicity = 4
- charge = +2
- total energy (eV) = -36864.6490
- gap between HOMO and LUMO (alpha / beta) (eV) = 6.9 / 5.5
- E_HOMO (alpha / beta) (eV) = -16.9 / -16.6

***

Entry from the Open Molecules 2025 dataset: an isolated molecule of C6H10O (the ωB97M-V functional and the def2-TZVPD basis).

```
17
C6H10O, DFT the ωB97M-V functional and the def2-TZVPD basis
O 1.682 -0.756 1.256
C 1.140 0.980 -0.334
C 0.063 -1.263 -0.498
C -0.062 1.551 -0.252
C 1.327 -0.500 -0.104
C -1.157 -0.710 0.239
C -1.342 0.805 0.031
H -0.071 -1.184 -1.586
H -2.045 1.003 -0.790
H 2.024 1.584 -0.531
H -0.156 2.626 -0.406
H -1.035 -0.929 1.306
H -1.810 1.246 0.923
H -2.062 -1.237 -0.083
H 1.279 -0.058 1.787
H 0.199 -2.323 -0.255
H 2.172 -0.867 -0.698
```

Properties
- SMILES = O[C@@H]1C=CCCC1
- total energy (eV) = -8431.1762
- gap between HOMO and LUMO (eV) = 10.6
- E_HOMO (eV) = -9.6

***

Entry from the Open Molecules 2025 dataset: an isolated molecule of C9H12N2O5S3 (the ωB97M-V functional and the def2-TZVPD basis).

```
31
C9H12N2O5S3, DFT the ωB97M-V functional and the def2-TZVPD basis
S -1.026 -0.433 1.658
S -1.474 1.727 -0.403
S 2.335 -2.212 1.018
O 1.960 -2.231 -0.541
O 1.229 -2.682 1.764
O 3.971 -1.550 -1.545
O 3.626 -2.766 1.211
O 2.403 -0.638 1.109
N -3.171 -0.136 0.121
N -4.671 -1.504 -0.738
C -3.409 -1.331 -0.495
C 2.681 -1.181 -1.196
C 2.701 -0.027 -0.172
C 1.660 1.038 -0.489
C 1.188 1.833 0.724
C -1.895 0.333 0.536
C -5.296 -0.379 -0.251
C -0.157 2.537 0.524
C -4.399 0.480 0.275
H 0.819 0.572 -1.010
H -6.364 -0.236 -0.284
H 1.153 1.195 1.601
H -0.576 2.788 1.501
H 2.104 -0.968 -2.096
H 2.152 1.709 -1.203
H 1.912 2.630 0.924
H 3.982 -1.840 -2.463
H -4.504 1.446 0.738
H -2.624 -2.036 -0.724
H -0.017 3.485 -0.001
H 3.710 0.376 -0.096
```

Properties
- SMILES = O=S1(=O)O[C@H](O)[C@@H](CCCSC(=S)n2ccnc2)O1
- total energy (eV) = -55249.7863
- gap between HOMO and LUMO (eV) = 8.5
- E_HOMO (eV) = -9.1